Below is 2 unconnected molecules or ions with the total composition C2H2O2S2, with properties calculated with ωB97M-V/def2-TZVPD.

The value obtained for the HOMO energy (spin up / spin down) is -8.0 / -9.5 eV. The largest force on an atom is 0.0706 hartree/bohr. The multiplicity is 3. As for the energy relative to the best compared isomer or geometry (same formula, charge and spin): 0.561 eV. The value obtained for the HOMO-LUMO gap (spin up / spin down) is 8.79 / 5.87 eV. As for the molar mass: 122.17 g mol⁻¹. As for the expectation value of S²: 2.0078.

Cartesian coordinates (Å):
C (0.60356, 1.00295, -0.08110)
C (-0.28715, 1.94026, -0.08029)
O (-1.31576, -2.22360, 0.48747)
O (1.36393, 0.15201, -0.27542)
S (0.08805, -2.48135, 0.69410)
S (0.98186, -3.03952, -0.87443)
H (-1.32030, 1.65319, -0.11781)
H (-0.11420, 2.99606, 0.24748)

Cartesian forces, eV/Å:
C 0.445 -0.334 -0.879
C -0.725 2.166 1.031
O -2.850 0.594 -0.443
O 0.328 -0.064 0.407
S 1.148 0.351 3.428
S 1.670 -1.105 -2.954
H -0.253 -0.297 -0.155
H 0.237 -1.311 -0.434

Below is 2 unconnected molecules or ions with the total composition C2H2O2S2, with properties calculated with ωB97M-V/def2-TZVPD.

The value obtained for the HOMO energy (spin up / spin down) is -8.4 / -10.0 eV. The largest force on an atom is 0.0754 hartree/bohr. The multiplicity is 3. As for the energy relative to the best compared isomer or geometry (same formula, charge and spin): 2.517 eV. The value obtained for the HOMO-LUMO gap (spin up / spin down) is 7.65 / 7.33 eV. As for the molar mass: 122.17 g mol⁻¹. As for the expectation value of S²: 2.0100.

Cartesian coordinates (Å):
C (0.52642, -1.44757, 0.34338)
C (-0.82095, -1.04294, 0.54762)
O (1.89187, 2.34540, -0.92174)
O (-0.22123, 1.21653, -1.23320)
S (0.34786, -0.22015, 1.56735)
S (1.17987, 1.09653, -1.01325)
H (-1.25277, -0.29333, -0.13769)
H (-1.65106, -1.65446, 0.84752)

Cartesian forces, eV/Å:
C 0.010 0.602 1.093
C -2.556 0.050 -2.917
O 0.046 -0.635 0.131
O -0.814 -0.119 -0.396
S 2.014 -0.104 1.379
S 0.931 1.227 -0.262
H 0.236 -0.361 -0.028
H 0.134 -0.660 1.000